{"formula": "C3H8N2O2", "method": "ωB97M-V/def2-TZVPD", "symbols": ["C", "C", "N", "N", "C", "O", "O", "H", "H", "H", "H", "H", "H", "H", "H"], "coordinates": [[0.2327, 2.1554, -0.0595], [1.2554, -0.3721, -0.6231], [-0.0908, 1.0051, 0.7540], [0.3868, -0.1125, 0.5043], [-1.4923, -1.3531, 0.4307], [-1.2062, -2.2334, 1.3912], [-1.5208, -1.5893, -0.7521], [-0.9211, -3.0727, 0.9897], [-2.0136, -0.4344, 0.8963], [-0.3156, 3.0071, 0.3364], [-0.0322, 1.9897, -1.1051], [1.3090, 2.3640, -0.0236], [1.6105, -1.3968, -0.5314], [0.6943, -0.2757, -1.5574], [2.1038, 0.3185, -0.6505]], "homo_lumo_gap_ev": 9.72, "smiles": "C/N=N\\C.O=CO", "e_lumo_ha": 0.022, "max_force_ev_per_a": 2.68}